1.
134
Properties=species:S:1:pos:R:3 method="wB97M-V/def2-TZVPD" lumo_ev=1.598 charge=-1 fmax_ev_per_a=4.7 e_tot_ev=-89347.1524 homo_energy_ev=-5.10
C 8.78 -2.16 -1.91
C 7.61 -2.49 -0.77
C 6.91 -1.13 -0.16
C 5.27 -1.08 -0.39
C 4.84 0.51 -0.21
C 3.30 0.67 0.32
C 2.28 1.35 -0.81
C 0.72 1.31 -0.28
C -0.40 1.12 -1.50
C -1.74 1.97 -0.98
C -3.09 1.65 -1.86
C -4.15 0.66 -1.02
C -5.31 0.16 -2.07
C -6.81 0.74 -1.77
B -7.58 -0.04 -0.50
C -8.23 -1.50 -1.00
C -9.62 -1.87 -0.14
C -9.75 -3.53 0.02
F -9.35 -4.19 -1.26
F -8.84 -4.07 1.09
F -11.19 -3.77 0.38
H 8.96 -3.17 -2.52
H 9.82 -1.91 -1.41
H 8.45 -1.34 -2.68
H 8.20 -2.99 0.13
H 6.84 -3.30 -1.15
H 7.12 -1.12 1.02
H 7.38 -0.21 -0.70
H 4.70 -1.74 0.40
H 5.05 -1.46 -1.48
H 5.08 1.08 -1.21
H 5.59 0.95 0.61
H 3.33 1.45 1.22
H 2.83 -0.32 0.76
H 2.44 0.90 -1.88
H 2.63 2.49 -0.87
H 0.49 0.48 0.51
H 0.50 2.36 0.24
H 0.06 1.55 -2.49
H -0.66 -0.03 -1.64
H -1.85 1.67 0.17
H -1.49 3.12 -1.11
H -2.90 1.12 -2.88
H -3.66 2.68 -2.03
H -4.55 1.15 -0.04
H -3.50 -0.31 -0.76
H -4.99 0.52 -3.14
H -5.35 -1.01 -2.08
H -6.86 1.91 -1.62
H -7.50 0.52 -2.72
H -6.84 -0.21 0.41
H -8.49 0.66 -0.18
H -7.46 -2.36 -0.84
H -8.48 -1.45 -2.14
H -10.60 -1.52 -0.69
H -9.52 -1.45 0.96
C -8.08 -5.46 -3.63
C -7.54 -6.77 -4.16
C -7.28 -7.79 -3.09
O -6.26 -8.59 -3.68
C -5.59 -7.78 -4.55
O -4.54 -8.07 -5.09
O -6.25 -6.60 -4.73
H -8.08 -4.70 -4.42
H -9.11 -5.58 -3.27
H -7.46 -5.07 -2.82
H -8.20 -7.17 -4.94
H -8.16 -8.40 -2.86
H -6.89 -7.36 -2.16
C 0.47 5.01 3.06
C 1.09 3.69 3.49
C 1.68 3.73 4.86
O 2.68 2.72 4.79
C 3.06 2.66 3.48
O 4.03 2.04 3.07
O 2.21 3.38 2.68
H 0.23 4.99 1.99
H -0.45 5.22 3.62
H 1.16 5.84 3.20
H 0.36 2.88 3.38
H 0.95 3.49 5.64
H 2.17 4.68 5.11
C 6.52 5.76 6.84
C 5.70 5.75 5.57
C 6.24 6.67 4.50
O 5.07 6.97 3.75
C 4.02 6.86 4.62
O 2.89 7.23 4.37
O 4.41 6.28 5.79
H 5.99 5.24 7.64
H 7.49 5.28 6.69
H 6.69 6.79 7.20
H 5.59 4.73 5.20
H 6.99 6.18 3.87
H 6.65 7.60 4.89
C -4.33 5.95 -2.20
C -3.78 6.66 -0.98
C -2.43 7.28 -1.19
O -1.89 7.30 0.12
C -2.48 6.27 0.79
O -2.13 5.86 1.88
O -3.53 5.75 0.07
H -5.21 5.36 -1.93
H -4.60 6.66 -2.98
H -3.60 5.24 -2.60
H -4.51 7.40 -0.61
H -2.49 8.29 -1.60
H -1.77 6.68 -1.83
C 12.39 -6.35 -4.82
C 12.76 -5.09 -4.06
C 12.21 -5.05 -2.67
O 12.12 -3.66 -2.42
C 11.96 -3.06 -3.63
O 11.66 -1.89 -3.79
O 12.17 -3.95 -4.65
H 12.66 -6.24 -5.88
H 12.91 -7.22 -4.42
H 11.31 -6.53 -4.79
H 13.85 -4.95 -4.07
H 12.86 -5.53 -1.94
H 11.20 -5.48 -2.58
C -5.22 -4.99 3.72
C -4.95 -3.51 3.53
C -6.00 -2.81 2.72
O -5.28 -1.72 2.17
C -3.98 -2.13 2.08
O -3.10 -1.53 1.48
O -3.78 -3.31 2.75
H -4.34 -5.49 4.15
H -6.07 -5.16 4.39
H -5.42 -5.49 2.77
H -4.80 -3.03 4.50
H -6.83 -2.45 3.33
H -6.40 -3.41 1.90



2.
133
Properties=species:S:1:pos:R:3 method="wB97M-V/def2-TZVPD" lumo_ev=-0.062 fmax_ev_per_a=5.6 e_tot_ev=-237082.7011 homo_energy_ev=-8.96
C 3.70 0.14 1.83
C 3.19 -0.19 0.46
S 1.85 -1.39 0.39
C 0.71 -0.51 -0.69
C -0.51 0.09 -0.12
N -1.39 0.58 -1.21
C -1.06 0.49 -2.38
S -0.66 0.42 -3.84
O -1.33 -0.79 0.64
C -2.37 0.03 0.93
O -3.56 -0.23 0.97
O -1.85 1.25 1.25
C -0.51 1.19 0.98
O 0.09 0.67 2.21
C -0.64 0.83 3.22
N -1.32 1.02 4.18
C 0.22 2.48 0.76
Br 0.13 3.12 -1.07
C -0.19 3.53 1.75
C -1.55 4.10 1.56
Br 1.11 5.00 1.61
H 2.95 0.20 2.57
H 4.46 -0.54 2.11
H 4.18 1.08 1.77
H 2.86 0.69 -0.04
H 4.01 -0.55 -0.10
H 1.26 0.26 -1.16
H 0.42 -1.23 -1.40
H 1.23 2.27 0.93
H -0.01 3.19 2.73
H -1.89 4.48 2.49
H -2.24 3.40 1.18
H -1.51 4.93 0.91
C -0.67 -0.41 7.27
C 0.61 -0.82 7.93
C 0.64 -2.21 8.54
O 1.57 -0.09 7.99
H -0.56 0.60 6.87
H -0.90 -1.09 6.45
H -1.49 -0.43 7.99
H 0.45 -2.96 7.77
H -0.14 -2.30 9.30
H 1.61 -2.39 8.99
C 4.36 0.08 -5.88
C 3.02 0.34 -5.26
C 2.07 1.23 -6.03
O 2.69 -0.14 -4.19
H 4.94 -0.58 -5.23
H 4.24 -0.40 -6.85
H 4.90 1.02 -6.01
H 1.86 0.79 -7.01
H 2.51 2.22 -6.17
H 1.15 1.32 -5.46
C -3.74 4.90 -3.49
C -3.88 4.22 -2.16
C -4.70 2.95 -2.13
O -3.36 4.65 -1.16
H -3.12 5.79 -3.38
H -3.27 4.23 -4.21
H -4.72 5.20 -3.87
H -4.27 2.21 -2.80
H -5.72 3.16 -2.46
H -4.73 2.55 -1.12
C 9.21 -1.28 -5.53
C 8.13 -0.51 -6.24
C 8.07 0.98 -5.96
O 7.35 -1.05 -6.99
H 9.15 -2.33 -5.81
H 10.19 -0.90 -5.80
H 9.09 -1.19 -4.45
H 9.00 1.45 -6.25
H 7.90 1.15 -4.90
H 7.25 1.42 -6.53
C -3.75 -1.28 5.62
C -4.04 -2.29 6.71
C -4.89 -3.48 6.34
O -3.60 -2.14 7.83
H -3.14 -0.48 6.01
H -3.23 -1.76 4.79
H -4.69 -0.86 5.25
H -4.41 -4.04 5.54
H -5.87 -3.14 6.00
H -5.01 -4.12 7.20
C -2.46 -5.48 -0.07
C -3.65 -4.66 -0.52
C -3.63 -3.19 -0.19
O -4.57 -5.17 -1.11
H -2.59 -6.51 -0.36
H -1.55 -5.09 -0.53
H -2.36 -5.42 1.02
H -2.76 -2.72 -0.65
H -3.57 -3.05 0.89
H -4.53 -2.72 -0.56
C -6.33 -5.11 10.81
C -7.05 -5.24 9.48
C -8.55 -5.19 9.51
O -6.44 -5.37 8.45
H -5.26 -5.16 10.65
H -6.58 -4.16 11.27
H -6.64 -5.92 11.47
H -8.89 -4.24 9.93
H -8.95 -6.00 10.13
H -8.94 -5.29 8.50
C 5.72 -0.22 4.93
C 6.96 -0.25 4.09
C 8.27 -0.44 4.82
O 6.92 -0.12 2.89
H 4.85 -0.08 4.30
H 5.61 -1.16 5.48
H 5.77 0.60 5.65
H 8.27 -1.38 5.36
H 8.42 0.37 5.53
H 9.09 -0.44 4.10
C -4.43 7.27 -6.61
C -5.85 6.85 -6.34
C -6.94 7.73 -6.94
O -6.12 5.88 -5.69
H -3.75 6.57 -6.13
H -4.23 7.28 -7.68
H -4.25 8.27 -6.20
H -6.84 7.76 -8.02
H -6.85 8.74 -6.55
H -7.91 7.32 -6.68
C 3.93 -3.05 -10.73
C 4.47 -2.07 -9.71
C 5.95 -1.81 -9.73
O 3.73 -1.52 -8.93
H 2.86 -3.15 -10.61
H 4.15 -2.71 -11.74
H 4.39 -4.03 -10.58
H 6.25 -1.41 -10.70
H 6.49 -2.74 -9.54
H 6.20 -1.10 -8.96